(i)
Below is a cluster of 17 separate species, C80H211N17O23 in total, with properties calculated with ωB97M-V/def2-TZVPD.

## Properties
Molecular weight   1779.66 g/mol
Frontier orbital gap   9.0 eV
HOMO level   -8.518 eV
LUMO   0.48 eV

Cartesian coordinates (Å):
O 6.49142 -0.69799 -4.21751
O -1.61121 0.35641 5.07010
O 1.87957 -6.63293 0.29616
O -1.34410 2.33043 0.63261
O -1.34175 -3.13007 0.86851
O -3.30812 -6.22719 -6.22325
O 9.75966 2.79400 9.30950
O 5.10719 4.12118 4.80799
O -7.83090 -1.64157 -0.08766
O 1.17816 7.58736 6.72507
O 0.65976 -0.48893 -5.50317
O 2.10716 7.43310 -2.22228
O -8.40460 4.61338 -2.30143
O -4.05039 -5.51807 4.96525
O -4.24873 8.03323 2.72842
O 0.02315 -9.61153 -4.32741
O 1.27819 -1.63237 -2.91608
O 3.95982 6.01300 1.43847
O -1.61334 -9.00092 -0.12089
O 7.90106 3.39542 -3.55582
O 1.41641 2.89395 -1.93623
O 3.10326 -0.76777 1.75982
O -4.36699 2.70209 -3.46502
N -3.10257 -0.01733 0.92777
N 1.71730 -2.52270 -7.38000
N 4.90580 3.74092 -2.87772
N -9.12928 4.81455 1.00617
N -7.28594 -1.83448 -2.80800
N -6.37182 1.20505 -6.18275
N -0.49485 -6.84821 -4.71266
N -0.06739 7.04098 0.76512
N 2.80572 7.81825 3.43621
N 2.85392 -2.19384 4.36333
N 4.26925 -8.88010 1.95557
N -0.61213 -6.47913 4.14244
N -3.57737 -6.15230 -1.56139
N 3.42352 -1.14560 -5.07470
N -4.26771 0.53552 5.97154
N 7.50475 3.41104 6.93783
N -2.10189 5.20671 2.59340
C -1.85312 -7.05265 6.23200
C 0.11174 0.77539 -5.38878
C 2.37766 -7.95754 0.59253
C -0.35099 -2.55309 -8.49377
C -3.43605 5.83153 2.76165
C -7.99881 4.55917 0.15700
C -3.02636 7.31057 2.68374
C 1.08471 -8.67817 -4.40652
C -4.94151 1.32744 3.69543
C -9.40816 4.29098 -3.24123
C -8.21278 3.74184 -1.18927
C -3.57570 -7.43066 -5.50912
C 3.64928 -1.54695 -3.68558
C 1.86895 7.42628 4.41247
C -4.99842 -1.40785 -2.50960
C -2.73346 -5.35807 4.48165
C -2.28884 -1.06015 1.54947
C 2.84908 -2.13080 1.97645
C 2.34839 -0.14638 0.77277
C -1.29172 1.28287 -0.34423
C -3.47809 3.81616 -3.24580
C -4.48430 -8.24618 -0.87628
C 2.46062 -2.44037 -3.22762
C 2.32099 7.81613 5.87706
C 0.25230 -11.04298 -4.31408
C -1.97048 -6.74971 4.67898
C 3.80396 -4.19916 3.35814
C -1.90752 -7.90477 -0.91120
C -0.98218 -5.70135 -5.48545
C 0.19309 7.30910 -0.61314
C 7.08961 2.25668 -3.25081
C -0.25569 0.86079 5.25619
C -2.59711 0.38821 -0.40989
C -3.86722 0.74917 4.59462
C 9.97870 2.13304 10.54423
C -6.86537 3.95822 0.93035
C -2.52140 1.36277 4.58711
C 0.45734 -1.79289 -7.48575
C -3.92167 5.31514 4.07321
C 8.84865 2.81560 7.04493
C -4.87028 -4.35374 5.05213
C -4.02819 0.89635 -5.72635
C -4.66994 8.65232 3.94228
C 3.61294 -2.62626 3.19555
C -0.20282 -1.50808 -6.09195
C 0.53018 3.79974 -2.74612
C 5.87607 2.75722 -2.33953
C -2.60763 -2.46346 1.16521
C 3.60722 4.75459 1.82322
C 6.00662 4.83371 5.69561
C -0.63698 -9.83674 -0.64653
C 4.37320 -0.01572 -5.42079
C -0.05620 2.86351 0.91389
C 7.74709 -1.30321 -4.28947
C -6.52460 -1.40195 -0.59479
C 3.65923 -7.70237 1.37003
C -5.33218 2.83535 -4.60202
C -1.97855 -6.15938 -6.62440
C 8.66305 3.31904 -4.73249
C 4.81522 -7.22793 0.36113
C 1.81499 -6.34513 -1.03330
C 3.69066 3.79926 -2.05551
C -0.26485 8.76214 -0.91898
C 2.74339 2.72371 -2.49005
C 3.44857 7.81764 -2.34158
C -6.22108 -2.04942 -1.86789
C 0.45496 -2.21245 -1.90120
C 0.12365 8.51641 6.56192
C -8.14273 -2.93078 0.27099
C 5.88640 -0.44029 -5.44805
C 7.39533 4.15683 5.70576
C -5.38689 1.38805 -5.18478
C 1.73940 6.98868 -0.90002
C 4.80167 6.70261 2.40028
C -3.30153 -7.26516 -0.66937
C 9.11056 1.95311 8.37485
C 4.74580 2.80553 5.14606
C -1.37443 -4.49706 0.61832
C 4.08928 7.13919 3.66999
C 0.86173 -7.32069 -5.06154
H 6.49607 0.17131 -6.11314
H 4.26416 0.76729 -4.67039
H -5.42679 9.38548 3.66342
H -2.79563 3.91635 -4.08979
H -5.08545 2.34396 4.06158
H 4.09511 0.49717 -6.34150
H -9.51320 3.23495 -3.48996
H -1.58784 5.86580 2.02643
H 0.33490 9.42908 -0.29963
H 2.00307 5.93322 -0.83235
H 2.87139 4.41386 1.09483
H 4.06604 6.38407 4.45570
H -0.46150 0.60198 -0.15656
H -5.39341 -4.18080 5.99262
H -8.89899 5.07229 1.95518
H 0.03538 9.06378 -1.92246
H -1.21331 -0.94218 1.68147
H 2.74116 -6.37664 -1.60715
H 3.83625 8.40572 -1.50974
H -4.44279 -5.63607 -1.62958
H -5.02633 7.86580 4.60746
H -3.19130 -2.62293 0.25857
H 9.30410 2.43819 -4.76803
H -6.90826 2.88720 1.12830
H 0.73919 7.22867 1.34332
H 9.37019 4.14311 -4.82707
H 9.63686 3.53197 6.81335
H 6.78537 1.92199 -4.24253
H 4.75491 -7.94209 -0.46011
H -4.98686 3.48049 -5.40989
H -7.35282 3.12274 -1.44480
H -1.09804 -7.71369 6.65740
H -3.33742 -6.86625 0.34438
H 7.70600 -2.19629 -4.91302
H -7.66845 5.55985 -0.12156
H 7.54984 3.53426 4.82449
H -1.79998 -8.18510 -1.95903
H 2.56257 2.76063 -3.56432
H -5.89785 4.13786 0.46157
H 0.37417 -0.01413 5.41710
H -4.10176 4.69557 -3.08527
H -2.40005 7.42438 1.79894
H -7.15146 1.78340 -5.90387
H 4.44535 -4.61166 2.57933
H -7.48547 -0.86790 -3.02252
H 10.78748 1.41308 10.41915
H -0.26807 -2.36945 -5.42722
H 0.53474 -11.39561 -3.32212
H -0.27606 1.06457 -6.36555
H -0.72712 -11.43197 -4.59249
H 2.43377 7.51526 -0.24530
H -3.47303 0.87166 -0.84249
H -3.79259 4.23357 4.03269
H -2.00811 4.44098 1.94152
H -0.48149 -4.99936 0.24623
H 5.31157 4.66423 -2.82353
H -10.39672 4.56560 -2.87323
H -2.58414 -0.49598 -1.04717
H -4.58247 1.55343 2.69138
H 5.86431 -1.34741 -6.05199
H -3.27867 0.62663 -4.98233
H 0.92753 -0.88291 -7.85851
H -1.14013 1.77265 -1.30613
H 4.42796 -2.29534 -3.53837
H 0.86503 4.83101 -2.63447
H 4.15470 6.99956 -2.19934
H -8.17649 -2.11440 -2.42244
H -3.01797 -7.62009 -4.59198
H -6.93126 4.42804 1.91169
H 1.87479 -9.12608 -5.00921
H -3.01048 -2.93494 2.06160
H -1.47968 -4.91972 -4.91130
H 7.17738 3.98559 7.70126
H -2.86546 -7.35559 6.49941
H -0.27704 -2.91448 -2.30048
H -0.46149 3.78627 -2.29390
H 2.14555 -2.11043 -6.56346
H -0.80281 7.71729 0.91299
H -1.27140 9.00921 -0.58146
H -6.16670 -3.10570 -1.60442
H 5.53825 4.83902 6.67983
H 4.55621 -6.21227 0.06206
H -4.95640 5.65078 4.14235
H -1.24829 -1.28263 -6.30233
H 2.92406 -1.18644 4.38133
H -2.29128 -4.59629 5.12373
H 8.03131 3.22706 -5.61598
H -0.76339 0.76660 -4.73902
H 9.74575 1.08177 8.21547
H 4.28278 2.82883 6.13256
H -1.41522 -5.14835 1.49139
H 8.63323 -0.75787 -4.61421
H -5.96689 1.65423 -6.99168
H -4.36028 1.41296 6.46311
H 4.46276 4.08114 1.77219
H 3.79229 -0.87430 -2.83990
H -4.63711 -7.43252 -5.26111
H -2.85280 3.61419 -2.37614
H 1.80286 6.33871 4.44284
H -3.29124 5.71163 4.86911
H -0.50412 8.05450 7.32391
H -1.31220 -2.10475 -8.74510
H -4.94730 -1.68470 -3.56261
H -5.77749 0.65483 3.50349
H 5.79893 -7.19100 0.82916
H 3.17060 4.74215 -2.22461
H 3.58500 -6.93253 2.13810
H -1.96664 -5.38597 -7.39238
H -4.99590 -0.32155 -2.41985
H 2.84378 -4.70882 3.27815
H 0.41425 9.48140 6.97719
H -0.73323 -6.19202 3.18171
H 6.01853 5.91098 5.52990
H 6.16961 3.04437 -1.32984
H -4.18655 5.77684 1.97307
H -0.06368 3.87584 0.50986
H -2.51039 2.29228 5.15631
H 0.22183 -2.66426 -9.41443
H -0.50584 -3.57566 -8.14957
H -5.73954 -4.42274 4.39812
H -6.41224 -0.32479 -0.71815
H -4.62804 -8.43586 -1.93998
H 5.59043 6.03312 2.74343
H 1.55238 -8.43949 1.11670
H 0.94708 7.97084 4.20826
H 8.15869 4.93376 5.74790
H -0.96563 -10.25501 -1.59792
H -2.16727 1.58673 3.58086
H -4.08026 0.00855 -6.35659
H -2.14464 -4.75376 -0.10900
H 1.63608 -6.58063 -4.85952
H 8.00225 -1.48646 -3.24572
H 0.93841 -7.42930 -6.14340
H 1.89136 -2.47392 4.24032
H 5.31108 1.86960 -2.05490
H 0.07773 1.31671 4.32395
H 2.49482 -8.71619 -0.18131
H 2.08733 -3.11656 -3.99672
H 4.14161 2.33321 4.37149
H 0.94340 -11.54424 -4.99174
H -3.99556 -0.30513 4.34954
H 3.75040 8.37190 -3.23028
H 4.67650 -8.83624 2.87878
H -8.76166 -3.41237 -0.48604
H 4.77356 7.90806 4.02873
H -6.32928 3.10110 -4.25092
H -0.39135 8.70906 5.62077
H -3.42886 -8.29534 -6.15633
H 2.41887 8.90059 5.92662
H -3.51263 1.54744 -6.43231
H 1.34966 0.16794 1.07582
H 0.37373 -9.51639 -0.89942
H -5.36781 -7.73666 -0.49170
H 3.01864 1.69156 -2.27322
H 1.30881 -3.40851 -7.11815
H -9.59307 5.63897 0.65215
H 10.33263 2.85700 11.27820
H 8.96470 2.10959 6.22263
H -8.99548 2.98580 -1.12694
H 5.14079 -9.12215 1.50620
H -2.47217 -7.61477 4.24530
H 4.51902 -2.02158 3.23392
H -1.64505 -7.01987 -7.20442
H 1.77718 -2.29367 2.08872
H -3.92452 9.20965 4.50958
H -2.67725 -0.91932 2.55813
H -0.55714 -10.72436 -0.01895
H 4.26719 -4.26979 4.34228
H 2.43563 -0.95226 -5.15710
H 0.17951 2.89397 1.97766
H 5.71627 2.31654 5.23082
H 3.17529 7.25830 6.26060
H -3.28592 -6.25891 -2.52253
H 2.83080 0.79646 0.51502
H -5.62426 0.81264 -4.28999
H -9.24193 4.80992 -4.18525
H 1.61447 -8.67377 -3.45392
H 0.75412 1.59992 -5.07960
H -7.26534 -3.57614 0.22862
H -4.33370 -9.23938 -0.45323
H -2.78439 0.75739 1.49228
H -0.06869 -5.24687 -5.86897
H 8.19361 1.66288 8.88775
H -0.12883 -1.39766 -1.47295
H 3.14912 -2.84680 1.21133
H -5.97166 -1.67894 0.30278
H -0.36875 6.56157 -1.17316
H -1.70645 -6.04097 6.61029
H -1.21260 -7.06624 -0.86574
H 0.38248 3.46958 -3.77437
H 3.13770 4.69105 2.80486
H 7.73137 1.57148 -2.69696
H 2.14223 -0.78389 -0.08698
H -2.44636 7.59235 3.56255
H -2.73829 -4.91107 3.48753
H -0.08736 -7.33819 4.06027
H 5.44968 7.44318 1.93153
H 1.43321 -5.32720 -1.11183
H -4.11869 -1.69499 -1.93365
H -8.56097 -3.09895 1.26341
H -4.31778 -3.47010 4.73271
H 1.02408 -2.67808 -1.09659
H 2.53308 7.37861 2.56875
H 2.96530 -2.97768 -2.42469
H -0.15211 1.61989 6.03152
H 1.18296 -6.93647 -1.69583
H -1.14841 -7.60667 -4.57959
H 0.79156 2.34179 0.46980
H -3.53930 0.09660 6.51639
H 3.86425 3.75343 -0.98040
H 9.13295 1.54693 10.90379

---

(ii)
Below is a cluster of 17 separate species, C80H211N17O23 in total, with properties calculated with ωB97M-V/def2-TZVPD.

## Properties
Molecular weight   1779.66 g/mol
Frontier orbital gap   8.4 eV
HOMO level   -7.798 eV
LUMO   0.55 eV

Cartesian coordinates (Å):
O 0.98128 1.99212 1.34406
O -0.44455 -6.88349 -0.40092
O 1.60738 3.02406 6.41322
O -5.42652 -5.30257 -3.02793
O 5.17674 -0.82647 -2.07877
O -2.70765 2.83002 -5.86479
O -1.83824 4.35658 -0.96803
O -7.24528 -0.23180 -7.28442
O 9.59810 5.22468 7.95604
O -9.59144 -9.35994 -0.42037
O 5.71581 4.30044 5.36750
O -6.90861 -1.38481 1.18060
O 0.26041 -2.66504 -5.26104
O 5.73927 2.75422 -5.61983
O 5.86505 5.60794 -2.81594
O -3.35986 -2.26453 -7.97651
O -3.34125 0.01469 -1.40433
O 3.03156 -6.61859 2.74204
O 0.70168 6.25898 2.56727
O 4.90204 -1.05325 5.12435
O 1.73510 1.08614 -3.19958
O 7.85591 4.08716 1.48748
O -4.80205 -1.74569 4.21424
N 4.37538 6.73196 1.75409
N -1.91248 -4.82911 0.87685
N -4.90514 -1.21535 -5.63020
N -0.97961 -0.35827 0.46327
N 3.34587 1.27621 -5.95200
N -4.44807 1.22123 -7.45800
N 4.82996 4.14319 0.51426
N 0.41860 -5.65683 -2.87490
N 1.65098 -4.71736 4.48547
N 3.06390 1.04755 7.63358
N -2.12820 -4.13301 3.71234
N 6.89797 1.87351 -0.14997
N -0.52326 3.75405 3.46319
N 6.46295 5.32057 7.83940
N -6.96363 1.36671 0.89963
N -7.13600 -8.15624 -1.58684
N -3.92880 1.61660 0.56865
C 3.48314 -0.08359 6.88744
C -7.20366 0.53069 -0.25596
C -3.49369 -3.69795 3.83101
C -6.10775 -3.28153 -5.48235
C -8.73013 -10.05266 -1.30515
C 3.25626 -5.25593 2.56159
C -6.59574 -0.88487 -0.11939
C -3.87682 -6.16293 1.00778
C -3.42435 -2.14542 4.06191
C -3.84089 3.98402 1.20286
C 3.24980 6.38351 2.57178
C 3.50157 4.57172 -1.55571
C 7.32146 4.45954 8.62160
C 0.04406 -8.10727 -0.97921
C 3.26731 7.34564 3.79265
C -0.00781 -4.32102 -3.34059
C -2.14461 3.13535 -4.62338
C 8.44022 5.10430 2.23871
C 6.27073 6.90018 -3.40979
C 5.76816 -0.94474 3.96694
C -3.55029 2.99159 0.11157
C -0.48886 -0.07973 1.82685
C 5.26661 0.11764 -1.07602
C 3.12573 0.13686 -5.02141
C 0.39902 -3.33217 -2.22897
C -6.72184 1.25887 -1.46172
C -10.48822 -10.20713 0.29772
C -6.33598 -2.63583 1.49730
C -6.71572 -7.18711 -2.62150
C -0.29036 3.42313 4.82562
C 0.50806 0.99433 -2.43999
C 1.73249 0.19096 -4.28022
C -2.08150 3.07454 -0.36126
C -4.59349 -2.82969 -7.50493
C -2.32862 -6.20242 0.82056
C -3.99260 -4.51547 5.01599
C 0.58562 -4.00570 -4.76802
C 5.49489 3.48882 4.16336
C -0.92602 2.10334 5.19679
C 2.29360 2.56791 1.30458
C -6.88599 0.86381 -8.19564
C 4.65421 2.86965 -4.67264
C -4.78048 -2.61758 -5.98233
C -2.27530 -1.08826 0.49739
C 0.95171 0.58898 1.74636
C 8.60530 5.18949 8.96563
C 2.05218 -4.39472 3.11351
C 6.98808 2.91619 -5.10407
C -1.84733 -6.83126 -0.47754
C -0.53206 6.45521 1.80209
C 3.30778 2.60296 -5.36181
C 8.81462 3.26434 0.77476
C -8.15064 -8.99364 -2.23623
C -5.31646 0.85921 -8.56058
C 5.10248 4.72492 7.59575
C 8.17659 2.56882 -0.43841
C 10.60736 6.19453 8.10014
C -0.49967 4.51936 -1.43844
C 1.20512 3.35169 5.06900
C 4.91352 4.44014 -0.97455
C 2.19279 -0.79982 6.42775
C 5.26386 3.63721 6.54542
C -3.32954 -2.22296 -9.42227
C 1.41936 3.98704 7.41176
C -3.81483 -0.09029 -2.77236
C -2.84261 -1.25928 -0.91873
C -8.49862 -0.11980 -6.59392
C 2.39791 -2.88544 2.99449
C 1.87644 6.53607 1.74853
C -2.26684 1.61451 -6.44063
C 5.88128 5.58909 -1.37154
C -1.03122 -2.52145 -5.94660
C 1.76700 -7.10443 2.14325
C 4.40048 0.21009 5.68411
C 4.00370 -1.64664 -2.08839
C -2.96743 1.33119 -7.77097
C -5.04411 -0.35225 3.98392
C -5.76088 -6.21809 -1.95964
C 6.62653 0.94261 -1.25811
C -4.48399 -4.36711 -2.58737
H -3.40947 -4.47877 5.93616
H -4.58479 0.37221 4.65645
H -5.64634 -0.72406 -6.10911
H -1.08516 -4.25341 -3.49167
H -4.71040 -0.70527 -2.86091
H -6.97885 -1.55344 -0.89032
H 2.44946 2.72346 -4.70086
H 0.90004 0.40519 -4.95046
H 4.21151 1.08581 -6.43627
H -0.94311 1.77081 6.23469
H 3.10706 5.47613 -1.09255
H -0.31257 1.39173 4.64416
H 1.95155 4.92289 7.24128
H 9.05857 4.72376 3.05169
H 7.18287 2.24159 -4.27037
H -6.24847 -3.20883 -4.40392
H 6.07576 2.56879 4.09837
H -6.12534 -0.22958 4.04709
H 0.53113 1.64080 -1.56268
H 4.81821 2.31348 -3.74967
H -1.96629 2.22138 -1.02980
H -1.44110 6.01790 2.21503
H -2.54540 0.40817 -8.16849
H 1.94142 6.00358 0.79967
H 2.38466 0.81352 8.34348
H 5.75426 4.13989 3.32854
H 1.45913 -3.17005 -2.03409
H 2.84783 2.20046 0.44092
H -8.69227 0.79231 -6.02943
H -3.63702 -2.00027 -0.82958
H 4.51718 3.90207 -4.35105
H 2.43581 -5.12385 4.97427
H -2.47631 -1.70080 -9.85520
H -9.06631 -8.45385 -2.47766
H -6.83835 -3.50987 1.08284
H -1.61803 -3.88667 4.54849
H 6.73034 4.16541 9.48887
H -3.07879 -0.53610 -3.44139
H 3.32160 -2.63678 3.51706
H -5.51396 -0.83447 -0.24311
H -8.42609 -0.87473 -5.81103
H 4.47863 4.95398 1.00342
H -1.93907 2.14275 4.79643
H 7.37557 0.15298 -1.31768
H -4.92068 1.65553 0.75505
H -0.42425 1.23664 -2.95005
H 7.15640 3.93807 -4.76416
H -1.42561 2.93155 0.49750
H -2.54368 4.03855 -4.16177
H 4.01546 1.01555 5.05872
H -3.16038 3.84752 2.04331
H 4.33438 7.71312 1.51801
H 1.63027 -2.23643 3.41594
H -0.19870 3.05824 2.80700
H 0.27893 -4.69535 -5.55444
H -1.05931 3.23582 -4.63427
H 1.58625 -0.78370 -3.81468
H 0.00993 4.55182 3.14797
H -0.64894 4.24199 5.44931
H 3.98490 -2.22697 -1.16590
H -2.96379 -3.21469 -9.68834
H -5.32046 -2.62806 1.10135
H -7.54939 0.85515 -9.06047
H -6.12581 -4.34569 -5.71764
H -7.54264 -6.54155 -2.91739
H 1.83414 -7.06597 1.05601
H -0.35810 -1.06079 2.28350
H 1.67032 -4.07411 -4.85074
H 1.76455 -8.16261 2.40470
H 2.24333 3.65638 1.27598
H 1.12291 -4.52325 2.55849
H -0.29649 -8.99212 -0.44146
H 9.61325 3.82311 0.28684
H 4.08668 -2.32825 -2.93492
H 1.29755 0.61131 2.77979
H 9.25813 2.54637 1.46462
H -4.80001 3.91840 1.71655
H -2.37900 2.38884 -3.86451
H -2.07001 -5.14098 3.68591
H 8.99510 5.84406 1.66166
H -6.18051 -5.70326 -1.09538
H -3.78664 0.90952 -0.13841
H 0.44038 -0.02250 -2.05325
H 5.34186 0.69905 5.93469
H -2.08776 -6.15053 -1.29417
H 1.72297 -0.41949 5.52071
H -7.19618 1.77724 -7.68816
H 1.47810 -0.88296 7.24653
H 2.88406 2.33222 2.18997
H -3.00073 -1.60433 3.21583
H 6.85169 5.45719 -0.89298
H -4.25142 -1.95745 -9.93972
H 2.44676 7.04741 4.44521
H -1.15217 0.52540 0.00560
H 11.17660 6.14116 7.17213
H 6.56708 1.29100 -2.28922
H 5.06518 -0.79492 3.14751
H -5.19073 1.52505 -9.41437
H 2.50914 -2.52678 1.97122
H 2.83197 3.73364 -1.36245
H 8.95539 4.62348 9.82887
H -8.29195 0.48982 -0.30129
H -8.07613 -10.76765 -0.80596
H 6.43374 6.96712 -4.48545
H 10.10511 7.16161 8.07576
H -3.70513 4.95545 0.72746
H -3.70764 -4.84983 -1.99376
H 6.89301 5.44532 6.93409
H -0.57112 7.54450 1.80653
H 5.44864 7.56604 -3.14727
H 7.68782 3.61330 8.04043
H 5.26416 6.69179 2.23218
H -0.30657 5.55125 -1.73172
H -4.92665 -6.85998 -1.67655
H 3.85912 0.21878 -4.21920
H -9.36295 -0.37282 -7.20794
H -1.17889 -1.46436 -6.16760
H 3.22198 -0.80808 -5.55613
H 1.62818 2.62106 4.37961
H -1.19046 0.54254 2.38242
H 8.85280 1.78209 -0.77292
H 1.80385 3.51863 8.31778
H -4.55279 -3.90241 -7.69391
H 4.71040 4.30886 8.52380
H -5.48213 -2.38171 -7.94960
H -2.68853 2.18603 -8.38706
H 6.12447 2.50895 -0.01579
H -2.76153 -1.95639 4.90633
H -6.23104 -2.86840 2.55701
H -4.36454 -7.09739 0.73024
H -7.79774 -9.51801 -3.12427
H -4.38865 -5.48709 0.32268
H 7.95533 3.22308 -1.28167
H 5.42365 6.52099 -1.03953
H -4.66598 2.07157 -6.95847
H -2.05438 -1.61488 -1.58231
H 1.08762 -5.55163 4.40350
H 1.69164 -0.00720 1.21234
H -7.42521 2.03749 -1.75687
H -3.03952 -0.63941 1.13188
H 5.76284 3.96322 0.85700
H -1.02936 -3.16447 -6.82673
H -5.69702 1.62880 -1.49347
H -3.99794 0.90759 -3.17086
H -2.34708 0.74568 -5.78734
H -0.09354 -3.61933 -1.29998
H -11.19712 -10.60013 -0.43105
H -5.06625 -0.17135 -8.81242
H -0.93184 -4.89376 0.64391
H -6.34164 -7.69486 -3.51051
H -0.18486 -6.26846 -3.40579
H -4.09593 -0.75748 -6.02473
H -1.83783 -6.78628 1.59924
H 11.29289 5.87145 8.88358
H 2.97830 8.34619 3.47098
H 7.19379 7.22658 -2.93068
H 3.38798 5.38892 2.99582
H -4.93754 -4.03277 5.26539
H -0.47552 6.01492 0.80658
H 0.09658 -2.33258 -2.54112
H -6.71688 0.54448 -2.28495
H 5.22611 3.53231 -1.49051
H 3.57435 4.79065 -2.62102
H 4.02501 -0.77362 7.53422
H -4.19041 3.21864 -0.74095
H 3.11170 -1.02148 -2.04824
H 2.47256 1.58362 7.01469
H 5.89796 2.78891 6.80314
H -3.96239 -3.08281 -5.43244
H 4.15710 -5.01304 3.12516
H 0.37297 4.19768 7.63272
H -9.32706 -10.71323 -1.93396
H 4.27718 3.27932 6.25136
H 7.56748 5.64148 2.60999
H 2.45019 -1.83713 6.21367
H -0.43114 3.86978 -2.31105
H 6.33929 -1.83863 3.71619
H 4.42642 3.27397 4.14613
H -1.85259 -2.76550 -5.27288
H 4.39783 0.76799 -0.97417
H -1.19232 1.62232 -6.62351
H -6.92414 -2.82246 -6.03988
H 3.28658 3.33082 -6.17289
H -4.08446 -6.06989 2.07377
H -1.88666 -4.50356 1.83259
H -7.82396 1.85199 1.11042
H 1.70196 7.56293 1.42727
H -4.91626 -3.51519 -2.06252
H 0.06489 -5.72237 -1.93115
H 3.45602 -4.99567 1.52214
H 0.28358 4.39103 -0.69135
H 0.79504 -6.71055 2.44028
H -4.07285 -3.93397 2.93826
H 5.18413 -0.54961 -0.21807
H 4.19766 7.43343 4.35375
H -4.84124 -0.03074 2.96237
H -7.48980 -7.69273 -0.76216
H -1.99946 -2.07201 0.87718
H -2.30764 -7.81647 -0.55226
H 1.12247 -8.18630 -0.84186
H 4.39890 5.53922 7.42252
H -6.78976 0.75341 1.68304
H -3.98409 -3.98632 -3.47799
H 7.73041 2.71119 -5.87543
H -0.26276 -8.10495 -2.02513
H -11.08779 -9.69484 1.05018
H -4.19716 -5.52511 4.65979
H -9.95521 -11.08119 0.67191
H 1.69072 4.29842 4.83231
H 6.41039 -0.06618 4.02830
H 8.43149 6.17310 9.40196

---

Energy comparison, zero being the most stable, in hartree: (i) 0.2728; (ii) 0.0000.